1.
{
  "formula": "C4H9NOS",
  "method": "ωB97M-V/def2-TZVPD",
  "charge": 0,
  "de_lowest_ev": 4.8696,
  "homo_lumo_gap_ev": [8.36, 8.36],
  "symbols": ["C", "C", "C", "C", "N", "O", "S", "H", "H", "H", "H", "H", "H", "H", "H", "H"],
  "positions_angstrom": [[-2.21221, -0.03019, -0.61840], [-1.88877, 0.33488, 0.79370], [1.92306, 0.19521, -1.03759], [1.74243, 0.09627, 0.43028], [-0.83156, 0.16953, -0.16504], [-0.07046, -1.36550, 2.04300], [0.57906, -1.32344, 0.74285], [-2.54029, -1.06060, -0.89776], [-2.41895, 0.74274, -1.39661], [-2.22598, 1.27039, 1.26080], [-1.95417, -0.52511, 1.61113], [2.00266, -0.79652, -1.37501], [1.02754, 0.57466, -1.58414], [2.79187, 0.78360, -1.45221], [1.28920, 1.04674, 0.85959], [2.78659, -0.11267, 0.78539]]
}

***

2.
{
  "formula": "C4H9NOS",
  "method": "ωB97M-V/def2-TZVPD",
  "charge": 0,
  "de_lowest_ev": 1.0520,
  "smiles": "C[C@H](CS)NC=O",
  "homo_lumo_gap_ev": 9.99,
  "symbols": ["C", "C", "C", "S", "N", "C", "O", "H", "H", "H", "H", "H", "H", "H", "H", "H"],
  "positions_angstrom": [[-0.05350, -1.55425, 1.07296], [0.35430, -0.18460, 0.47044], [-0.78595, 0.80113, 0.85392], [-2.37823, 0.52272, 0.03456], [0.75810, -0.02738, -0.88783], [2.12112, 0.03463, -1.22881], [2.97775, -0.00806, -0.38595], [0.62723, -2.38989, 0.98348], [-0.83702, -1.94459, 0.37850], [-0.44930, -1.44678, 2.08644], [1.30177, 0.05884, 1.03506], [-0.86959, 0.82743, 1.94654], [-0.36757, 1.82836, 0.71552], [-2.22436, 1.19604, -1.09801], [0.12486, -0.41592, -1.57109], [2.33775, 0.07626, -2.30469]]
}

***

3.
{
  "formula": "C4H9NOS",
  "method": "ωB97M-V/def2-TZVPD",
  "charge": 0,
  "de_lowest_ev": 0.6919,
  "smiles": "C[C@H](CS)NC=O",
  "homo_lumo_gap_ev": 10.05,
  "symbols": ["C", "C", "C", "S", "N", "C", "O", "H", "H", "H", "H", "H", "H", "H", "H", "H"],
  "positions_angstrom": [[0.42332, 0.80713, -1.44048], [0.37464, -0.03995, -0.19005], [-0.53757, -1.24154, -0.29323], [-2.22505, -0.90207, -0.95435], [0.12690, 0.74037, 1.01769], [0.98895, 0.83099, 2.05037], [1.98600, 0.14549, 2.14463], [1.06692, 1.68268, -1.43033], [-0.57686, 1.03920, -1.80987], [0.71140, 0.15700, -2.27512], [1.35934, -0.49181, -0.04276], [-0.14179, -2.03636, -0.90560], [-0.70175, -1.63639, 0.70610], [-2.84948, -1.89558, -0.32750], [-0.72671, 1.28226, 0.91745], [0.72174, 1.55858, 2.83305]]
}

***

4.
{
  "formula": "C4H9NOS",
  "method": "ωB97M-V/def2-TZVPD",
  "charge": 0,
  "de_lowest_ev": 4.6250,
  "homo_lumo_gap_ev": [9.24, 9.24],
  "symbols": ["C", "C", "C", "C", "N", "O", "S", "H", "H", "H", "H", "H", "H", "H", "H", "H"],
  "positions_angstrom": [[-1.18582, -0.20667, -1.25060], [-0.13023, -1.38666, -0.83689], [-0.58123, 1.07945, -0.72284], [0.67914, 0.34608, 2.29262], [1.20513, -0.87939, -0.67394], [2.16875, 1.36057, -0.11620], [1.05551, 0.46301, 0.07152], [-1.12163, -0.27477, -2.35815], [-2.13072, -0.55207, -0.78889], [-0.47628, -1.98700, 0.04028], [-0.00461, -2.03699, -1.73187], [-0.26341, 1.69786, -1.55588], [-1.34950, 1.60295, -0.09093], [0.67521, 1.27020, 2.88601], [-0.14219, -0.31383, 2.59235], [1.60187, -0.18273, 2.24340]]
}

***

5.
{
  "formula": "C4H9NOS",
  "method": "ωB97M-V/def2-TZVPD",
  "charge": 0,
  "de_lowest_ev": 6.9533,
  "homo_lumo_gap_ev": 4.50,
  "symbols": ["O", "C", "C", "C", "C", "S", "N", "H", "H", "H", "H", "H", "H", "H", "H", "H"],
  "positions_angstrom": [[-1.15586, 0.79392, 2.17090], [-1.63048, 0.01916, 1.37832], [-1.47049, 0.30077, -0.04184], [1.48088, 0.40098, 1.41079], [1.78330, 0.74396, 0.16551], [1.21897, -1.65689, -2.65230], [-1.37540, -0.66969, -0.94730], [-2.02114, -0.94516, 1.72922], [-1.34235, 1.33158, -0.36933], [0.88518, -0.47464, 1.62505], [1.62647, 1.05403, 2.26082], [2.19382, 1.70512, -0.11629], [1.84077, -0.00383, -0.61964], [0.61336, -0.62196, -3.24762], [-2.20578, -0.98401, -1.42537], [-0.44127, -0.99334, -1.32092]]
}

***

6.
{
  "formula": "C4H9NOS",
  "method": "ωB97M-V/def2-TZVPD",
  "charge": 1,
  "s2": 0.760,
  "de_lowest_ev": 3.5194,
  "spin_multiplicity": 2,
  "homo_lumo_gap_ev": [9.09, 4.02],
  "symbols": ["C", "N", "C", "O", "C", "C", "S", "H", "H", "H", "H", "H", "H", "H", "H", "H"],
  "positions_angstrom": [[-1.21118, 0.47589, -0.54459], [-1.72998, -0.52640, 0.41527], [-0.99651, -1.76538, 0.63271], [-0.97447, -2.91915, 0.16371], [0.12725, 0.99505, -0.10749], [1.25322, 0.01338, -0.36112], [2.81048, 0.99839, -0.23776], [-1.96190, 1.29088, -0.48771], [-1.04197, 0.33554, -1.68123], [-1.89809, -0.02314, 1.28173], [-0.31931, -1.38241, 1.40594], [-0.17197, 1.52017, 0.81147], [0.51582, 1.93943, -0.62423], [1.27868, -0.29792, -1.40410], [1.04338, -1.05147, -0.17747], [3.27657, 0.39714, 0.91485]]
}

***

7.
{
  "formula": "C4H9NOS2",
  "method": "ωB97M-V/def2-TZVPD",
  "charge": 0,
  "de_lowest_ev": 0.8491,
  "smiles": "CO[C@H](C)SC(N)=S",
  "homo_lumo_gap_ev": 8.93,
  "symbols": ["C", "O", "C", "C", "S", "C", "N", "S", "H", "H", "H", "H", "H", "H", "H", "H", "H"],
  "positions_angstrom": [[-0.94576, -1.32563, -1.44801], [-0.91267, -0.65043, -0.21721], [0.22046, -0.87118, 0.53924], [-0.07787, -0.40961, 1.94900], [1.71070, -0.08136, -0.21380], [1.28615, 1.64311, -0.48322], [0.01804, 2.00367, -0.40477], [2.54214, 2.65095, -0.73410], [-0.19661, -0.86219, -2.17579], [-0.73103, -2.42031, -1.36245], [-1.93457, -1.20842, -1.87177], [0.47381, -1.91308, 0.55069], [-0.30115, 0.73439, 1.99814], [-0.92881, -0.94707, 2.32291], [0.75905, -0.60722, 2.62762], [-0.72034, 1.32831, -0.33279], [-0.26152, 2.93606, -0.74367]]
}

***

8.
{
  "formula": "C4H9NOS2",
  "method": "ωB97M-V/def2-TZVPD",
  "charge": 0,
  "de_lowest_ev": 4.2051,
  "homo_lumo_gap_ev": [8.01, 4.56],
  "symbols": ["C", "C", "C", "C", "N", "O", "S", "S", "H", "H", "H", "H", "H", "H", "H", "H", "H"],
  "positions_angstrom": [[-1.36848, -1.30293, -0.18866], [-2.24677, -0.82035, 0.95544], [0.67180, -0.12024, -0.32193], [2.47754, 1.91493, -0.42170], [-0.00285, -1.21442, 0.02573], [-2.27519, 1.39479, -0.50410], [2.32690, 0.08927, -0.17205], [-2.35208, 1.00268, 0.96195], [-1.68357, -2.38678, -0.34738], [-1.66052, -0.55955, -1.09418], [-3.35590, -1.11256, 0.72792], [-1.93439, -1.19678, 1.93368], [0.00288, 0.55744, -0.92684], [3.45273, 2.13947, -0.83610], [2.20452, 2.49328, 0.54520], [1.61664, 2.05509, -0.99291], [0.34249, -1.96483, 0.51763]]
}

***

9.
{
  "formula": "C4H9NP",
  "method": "ωB97M-V/def2-TZVPD",
  "charge": 1,
  "de_lowest_ev": 5.1282,
  "homo_lumo_gap_ev": [9.68, 7.13],
  "symbols": ["C", "C", "C", "C", "N", "P", "H", "H", "H", "H", "H", "H", "H", "H", "H"],
  "positions_angstrom": [[-5.11656, 0.65670, 0.23560], [0.24749, 1.27400, 0.88738], [-0.63144, -1.66756, 0.82037], [0.22588, -0.47681, -1.57292], [-3.97654, 0.43572, 0.19722], [-0.63512, -0.04205, -0.00838], [0.03804, 1.22116, 1.92371], [-0.18774, 2.27245, 0.62738], [1.31968, 1.18688, 0.89364], [0.40442, -1.71654, 0.97955], [-0.93656, -2.51891, 0.16690], [-1.40208, -1.77297, 1.59615], [0.37507, 0.53922, -2.07219], [-0.30318, -1.17739, -2.26168], [1.26690, -0.82634, -1.45218]]
}

***

10.
{
  "formula": "C4H9NP",
  "method": "ωB97M-V/def2-TZVPD",
  "charge": 1,
  "de_lowest_ev": 2.7604,
  "smiles": "P[C@@H]1C[C@H]2C[N@H+]21",
  "homo_lumo_gap_ev": 10.89,
  "symbols": ["P", "C", "C", "C", "C", "N", "H", "H", "H", "H", "H", "H", "H", "H", "H"],
  "positions_angstrom": [[2.50085, -0.13177, 0.09250], [0.73767, 0.16580, -0.49706], [-0.08058, 1.42506, -0.12322], [-1.11239, 0.51464, 0.54534], [-1.62556, -0.55708, -0.41101], [-0.31019, -0.66950, 0.21494], [2.41326, -1.60415, -0.30867], [2.43339, -0.61913, 1.43512], [0.83290, -0.22046, -1.50596], [-0.45568, 1.97648, -0.90593], [0.43648, 2.20633, 0.60808], [-1.49027, 0.63169, 1.58510], [-2.51822, -1.13903, -0.04231], [-1.43774, -0.42037, -1.48354], [-0.32392, -1.55849, 0.79661]]
}

***

11.
{
  "formula": "C4H9NS",
  "method": "ωB97M-V/def2-TZVPD",
  "charge": 0,
  "de_lowest_ev": 3.8243,
  "homo_lumo_gap_ev": 9.95,
  "symbols": ["C", "C", "C", "C", "H", "H", "H", "H", "H", "H", "H", "H", "H", "N", "S"],
  "positions_angstrom": [[0.36703, -0.11138, -1.46409], [0.18240, 0.07337, -0.02961], [-1.12603, -0.05125, 0.46078], [0.96950, 1.06299, 0.68718], [0.39360, -1.20893, -1.89603], [-0.63502, 0.37035, -2.00458], [1.42931, 0.72139, -1.76279], [-1.45786, 0.04140, 1.58416], [-1.66041, 0.77619, 0.01830], [-1.23772, -2.55743, 0.39340], [0.66078, 1.50979, 1.63847], [1.59750, 1.92486, 0.29513], [1.27788, -0.73050, 1.45149], [1.42811, -0.28561, 0.62497], [-2.18906, -1.53524, 0.00322]]
}

***

12.
{
  "formula": "C4H9NS",
  "method": "ωB97M-V/def2-TZVPD",
  "charge": 0,
  "de_lowest_ev": 5.4816,
  "homo_lumo_gap_ev": [6.89, 6.89],
  "symbols": ["C", "C", "C", "C", "N", "S", "H", "H", "H", "H", "H", "H", "H", "H", "H"],
  "positions_angstrom": [[0.75282, -2.71134, 0.14507], [-0.66991, -2.44294, -0.13859], [-0.54706, 2.29546, -0.11821], [0.91518, 1.69752, 0.12398], [0.02567, -1.41082, 0.54173], [1.17230, 0.38296, -1.04575], [0.84320, -3.40985, 0.99601], [1.49973, -2.57034, -0.66556], [-1.09996, -2.13274, -1.09318], [-1.33568, -3.10026, 0.48982], [-0.46603, 2.64554, -1.22504], [-1.18448, 1.40096, 0.01751], [-0.93517, 3.00532, 0.69484], [0.87989, 1.23344, 1.00023], [1.80390, 2.32909, -0.01335]]
}